Density functional theory data (ωB97M-V/def2-TZVPD) for C12H18N5O7P as an isolated structure at a distorted geometry.

Calculated values
Max |F|: 3.963 eV/Å
E_HOMO: -9.1 eV
Energy: -43808.3219 eV
Orbital gap: 9.355 eV
LUMO: 0.2714 eV

The geometry in ORCA input format:
```
! RIJCOSX wB97M-V def2-TZVPD def2/J DEFGRID3
* xyz 0 1
O -2.84 2.84 3.02
O 3.20 1.67 -0.08
N -2.44 -0.56 2.61
O 0.39 -1.89 -0.62
O -2.36 -2.76 -2.31
O 2.31 -0.45 0.77
O 4.37 -0.32 -0.84
O 1.93 0.15 -1.76
C -1.97 2.10 2.57
C -1.87 -1.45 1.88
C -0.04 1.83 -0.11
C -1.31 1.35 -0.42
N 1.52 2.46 2.09
N -0.66 2.51 2.66
N 0.11 1.00 0.99
N -1.34 -0.96 0.71
C 0.37 1.60 2.31
C -2.34 0.75 1.90
C -1.29 0.49 0.79
C 1.95 -1.16 -2.33
C -0.59 -1.16 -2.68
C 0.61 -1.85 -2.05
C -1.01 -1.89 -0.42
C -1.76 -1.57 -1.76
P 2.95 0.28 -0.50
H -1.74 -3.50 -2.40
H 1.38 -0.10 0.75
H 4.82 0.07 -0.07
H -1.85 -2.49 2.15
H 0.67 2.51 -0.58
H -1.97 1.56 -1.24
H 2.19 1.88 1.59
H 1.27 3.21 1.46
H -0.41 3.20 3.39
H 0.55 0.84 3.07
H -3.28 0.89 1.41
H 2.73 -1.81 -1.94
H 2.12 -1.11 -3.38
H -0.43 -0.05 -2.67
H -0.69 -1.52 -3.72
H 0.63 -2.89 -2.40
H -1.37 -2.89 -0.16
H -2.52 -0.78 -1.69
*
```

Atomic partial charges in e from the Löwdin method, atoms 1 to 8:
1 O 0.052
2 O -0.265
3 N 0.101
4 O -0.030
5 O -0.029
6 O -0.117
7 O -0.077
8 O -0.145

***

Density functional theory data (ωB97M-V/def2-TZVPD) for the molecule C12H18O4.

Calculated values
SMILES: CCCOCC1=C([C@H](C)CC)C(=O)OC1=O
Max |F|: 0.615 eV/Å
E_HOMO: -10.2 eV
Energy: -20925.6288 eV
Orbital gap: 9.649 eV
LUMO: -0.5465 eV

The geometry in ORCA input format:
```
! RIJCOSX wB97M-V def2-TZVPD def2/J DEFGRID3
* xyz 0 1
C 3.49 -0.38 0.49
C 2.82 0.98 0.28
C 2.24 1.19 -1.12
O 0.87 0.84 -1.19
C 0.59 -0.48 -1.60
C -0.11 -1.28 -0.55
C -0.96 -0.96 0.44
C -1.53 0.38 0.80
C -1.83 0.53 2.31
C -2.78 0.68 -0.06
C -2.50 1.50 -1.33
C -1.29 -2.25 1.14
O -1.83 -2.46 2.18
O -0.79 -3.30 0.37
C 0.12 -2.76 -0.50
O 0.98 -3.39 -1.05
H 3.46 -0.68 1.54
H 4.54 -0.34 0.17
H 2.99 -1.16 -0.09
H 1.97 1.06 0.97
H 3.50 1.80 0.53
H 2.31 2.25 -1.40
H 2.82 0.63 -1.87
H -0.04 -0.46 -2.50
H 1.50 -1.02 -1.88
H -0.77 1.12 0.55
H -1.15 -0.04 2.93
H -2.85 0.22 2.54
H -1.73 1.58 2.59
H -3.46 1.27 0.56
H -3.30 -0.24 -0.32
H -1.73 2.26 -1.13
H -2.14 0.87 -2.15
H -3.40 2.02 -1.65
*
```

Atomic partial charges in e from the Löwdin method, atoms 1 to 8:
1 C -0.091
2 C -0.212
3 C -0.209
4 O -0.144
5 C -0.138
6 C -0.025
7 C -0.019
8 C -0.301

***

Density functional theory data (ωB97M-V/def2-TZVPD) for a 2-piece molecular cluster, C12H19BIN2O8 overall at a distorted geometry.

Calculated values
Max |F|: 6.319 eV/Å
E_HOMO: -12.7 eV
Energy: -40869.1700 eV
Orbital gap: 7.198 eV
LUMO: -5.4769 eV

The geometry in ORCA input format:
```
! RIJCOSX wB97M-V def2-TZVPD def2/J DEFGRID3
* xyz 1 1
C -1.25 -5.21 -2.68
O -1.40 -3.75 -2.61
B -0.10 -3.06 -2.47
O 1.14 -3.87 -2.63
N 0.01 -1.55 -2.11
N 0.46 -1.28 -0.85
C 0.59 0.13 -0.46
I 1.29 0.41 1.64
C 0.35 1.53 -1.27
C 0.55 3.05 -0.72
C 2.19 3.59 -1.18
C 3.45 2.51 -0.68
O 2.93 2.70 -2.23
C -0.18 1.18 -2.82
C -0.29 -0.43 -3.04
C -0.80 -0.88 -4.57
O 0.34 -1.36 -5.42
O 0.89 -0.27 -5.95
H -0.69 -5.70 -1.79
H -2.31 -5.77 -2.75
H -0.70 -5.47 -3.70
H 1.87 -3.22 -2.91
H 0.50 3.18 0.45
H -0.18 3.75 -1.32
H 2.43 4.82 -1.13
H 3.21 1.36 -0.76
H 4.53 2.86 -1.07
H -0.43 2.02 -3.62
H -1.70 -1.62 -4.56
H -1.19 0.09 -5.15
H 0.31 -0.02 -6.75
C -1.39 2.57 7.85
O -1.47 2.18 6.48
C -1.32 0.85 6.26
O -1.12 0.00 7.12
O -1.41 0.62 4.93
C -1.27 -0.75 4.55
H -1.53 3.65 7.90
H -2.19 2.09 8.43
H -0.41 2.33 8.26
H -2.06 -1.36 5.01
H -0.28 -1.12 4.84
H -1.37 -0.81 3.47
*
```

Atomic partial charges in e from the Löwdin method, atoms 1 to 8:
1 C -0.087
2 O -0.039
3 B -0.402
4 O 0.084
5 N 0.034
6 N 0.071
7 C -0.501
8 I 0.884

***

Density functional theory data (ωB97M-V/def2-TZVPD) for C12H19Br12N3O2P as an isolated structure at a distorted geometry.

Calculated values
Max |F|: 2.308 eV/Å
E_HOMO: -11.9 eV
Energy: -871107.4405 eV
Orbital gap: 8.569 eV
LUMO: -3.3239 eV

The geometry in ORCA input format:
```
! RIJCOSX wB97M-V def2-TZVPD def2/J DEFGRID3
* xyz 1 1
C 2.56 1.55 -0.18
C 1.55 0.40 -0.50
C 0.25 0.67 0.19
C -0.64 1.62 -0.23
N -1.71 1.56 0.62
C -1.49 0.62 1.52
P -2.81 0.34 2.77
N -4.01 1.25 2.36
N -0.29 0.05 1.30
C 0.39 -1.01 2.06
C -0.49 -2.22 2.44
C 0.14 -3.48 1.85
O 1.10 -4.00 2.32
O -0.47 -4.00 0.76
H 2.45 2.32 -0.93
H 2.28 1.98 0.78
H 3.57 1.15 -0.13
H 1.35 0.40 -1.57
H 1.96 -0.58 -0.26
H -0.50 2.29 -1.05
H -2.54 2.15 0.60
H -2.34 0.54 4.08
H -3.24 -0.99 2.60
H -4.29 1.89 3.08
H 0.77 -0.56 2.97
H 1.26 -1.31 1.49
H -0.42 -2.35 3.52
H -1.52 -2.15 2.11
H -1.00 -3.31 0.34
C 3.00 -0.49 -4.45
Br 4.70 -0.28 -3.57
Br 1.91 -1.83 -3.60
Br 2.07 1.19 -4.60
H 3.20 -0.83 -5.46
C -3.71 2.42 -3.12
Br -5.19 1.20 -3.21
Br -3.79 3.52 -1.53
Br -2.02 1.51 -3.27
H -3.79 3.08 -3.97
C -1.66 4.89 4.07
Br -2.02 3.06 3.51
Br -0.02 5.04 5.06
Br -1.71 6.07 2.55
H -2.47 5.18 4.73
C 4.04 -5.77 -3.58
Br 2.86 -7.06 -4.38
Br 4.44 -4.33 -4.79
Br 3.35 -5.12 -1.90
H 4.97 -6.28 -3.37
*
```

Atomic partial charges in e from the Löwdin method, atoms 1 to 8:
1 C -0.049
2 C -0.168
3 C -0.174
4 C -0.037
5 N 0.095
6 C -0.384
7 P 0.677
8 N -0.318

***

Density functional theory data (ωB97M-V/def2-TZVPD) for a 5-piece molecular cluster, C12H19ClO13PS overall.

Calculated values
Max |F|: 0.365 eV/Å
E_HOMO: -13.0 eV
Energy: -72008.1125 eV
Orbital gap: 7.626 eV
LUMO: -5.4057 eV

The geometry in ORCA input format:
```
! RIJCOSX wB97M-V def2-TZVPD def2/J DEFGRID3
* xyz 1 1
O -2.26 -1.04 0.48
P -1.74 -1.93 -0.56
S -0.91 -3.79 0.56
Cl 0.94 -3.71 -0.14
H -0.52 -1.66 -1.21
H -2.62 -2.58 -1.44
H -1.38 -4.84 -0.16
C 1.69 0.24 0.78
C 3.07 0.64 0.30
O 3.33 -0.33 -0.73
C 2.16 -0.79 -1.18
O 2.00 -1.52 -2.12
O 1.14 -0.38 -0.41
H 1.06 1.06 1.09
H 1.71 -0.51 1.57
H 3.08 1.63 -0.15
H 3.84 0.57 1.06
C -2.63 2.54 2.21
C -2.95 2.26 3.67
O -2.14 1.11 3.94
C -1.11 1.11 3.08
O -0.16 0.39 3.15
O -1.30 2.02 2.10
H -2.63 3.60 1.96
H -3.28 1.99 1.53
H -2.64 3.07 4.32
H -4.00 2.02 3.86
C 2.00 -6.65 -2.08
C 3.35 -6.64 -2.78
O 3.20 -7.70 -3.73
C 1.88 -7.89 -3.98
O 1.43 -8.57 -4.83
O 1.14 -7.16 -3.09
H 1.63 -5.67 -1.78
H 1.99 -7.33 -1.23
H 3.52 -5.71 -3.33
H 4.19 -6.85 -2.13
C -2.53 7.12 -0.16
C -1.09 7.48 -0.48
O -0.39 6.95 0.66
C -1.14 5.98 1.21
O -0.77 5.24 2.07
O -2.37 5.95 0.66
H -3.13 6.88 -1.03
H -3.03 7.89 0.43
H -0.72 6.97 -1.37
H -0.90 8.54 -0.56
*
```

Atomic partial charges in e from the Löwdin method, atoms 1 to 8:
1 O -0.369
2 P 0.665
3 S 0.519
4 Cl 0.348
5 H -0.006
6 H 0.018
7 H -0.052
8 C -0.092

***

Density functional theory data (ωB97M-V/def2-TZVPD) for C12H19F6N14O6PmS3Se as an isolated structure at a distorted geometry.

Calculated values
Max |F|: 2.007 eV/Å
E_HOMO (alpha / beta): -14.4 / -14.4 eV
Energy: -176595.6997 eV
Orbital gap (alpha / beta): 7.960 / 7.973 eV
LUMO (alpha / beta): -6.4189 / -6.4169 eV

The geometry in ORCA input format:
```
! RIJCOSX wB97M-V def2-TZVPD def2/J DEFGRID3
* xyz 2 5
Pm -0.26 -0.07 0.31
N 1.88 -2.35 1.41
N 2.68 -2.67 0.31
C 2.65 -1.90 -0.79
N 3.29 -2.30 -1.88
N 2.00 -0.72 -0.63
N 1.87 0.14 -1.66
O 2.26 -0.02 -2.79
O 1.23 1.16 -1.28
H 2.46 -2.27 2.24
H 1.18 -3.07 1.55
H 3.09 -3.59 0.24
H 3.74 -3.20 -1.91
H 3.24 -1.73 -2.71
F -3.82 0.66 -2.23
C -3.51 -0.53 -2.72
F -3.17 -0.42 -4.00
F -4.52 -1.36 -2.56
S -2.05 -1.15 -1.79
O -0.91 -0.27 -2.09
O -2.37 -1.00 -0.35
N -1.92 -2.63 -2.23
S -1.00 -3.42 -1.17
O -0.05 -2.44 -0.58
O -1.67 -4.31 -0.30
C 0.07 -4.43 -2.27
F 0.59 -3.70 -3.24
F 1.06 -4.91 -1.50
F -0.64 -5.42 -2.76
N -2.81 0.54 1.79
N -3.09 -0.09 3.00
C -2.33 -1.12 3.43
N -2.80 -1.79 4.48
S -0.85 -1.57 2.74
H -2.96 1.54 1.88
H -3.43 0.19 1.07
H -4.03 0.00 3.37
H -3.68 -1.57 4.92
H -2.26 -2.55 4.85
C -1.36 3.22 -3.55
N -0.76 3.47 -2.23
C 0.38 4.40 -2.14
C -1.08 2.73 -1.22
N -1.35 2.07 -0.30
H -1.80 4.14 -3.93
H -2.14 2.47 -3.46
H -0.59 2.86 -4.24
H 0.06 5.39 -2.44
H 1.18 4.05 -2.79
H 0.73 4.43 -1.11
Se -0.74 2.75 3.65
N 0.87 3.31 4.16
C 1.74 2.66 3.42
C 3.17 2.79 3.47
C 3.88 2.03 2.60
C 3.22 1.13 1.69
N 1.94 0.96 1.63
C 1.19 1.74 2.48
N -0.11 1.63 2.42
H 3.64 3.48 4.16
H 4.96 2.09 2.57
H 3.82 0.53 1.02
*
```

Atomic partial charges in e from the Löwdin method, atoms 1 to 8:
1 Pm 1.628
2 N 0.030
3 N 0.017
4 C -0.382
5 N 0.252
6 N 0.017
7 N -0.404
8 O 0.130

***

Density functional theory data (ωB97M-V/def2-TZVPD) for C12H19GdI2N4O as an isolated structure at a distorted geometry.

Calculated values
Max |F|: 3.124 eV/Å
E_HOMO (alpha / beta): 2.5 / -3.8 eV
Energy: -57787.5733 eV
Orbital gap (alpha / beta): 1.524 / 8.211 eV
LUMO (alpha / beta): 3.9771 / 4.3935 eV

The geometry in ORCA input format:
```
! RIJCOSX wB97M-V def2-TZVPD def2/J DEFGRID3
* xyz -2 8
C 1.74 2.73 1.80
I 2.22 1.29 -0.58
H 1.40 2.86 2.83
H 1.54 3.63 1.22
H 2.82 2.56 1.82
C 2.05 -4.19 -0.31
C 2.77 -3.68 0.71
N 2.25 -2.46 1.03
C 1.13 -2.17 0.27
N 1.07 -3.25 -0.60
H 2.16 -5.12 -0.84
H 3.63 -4.10 1.22
C -2.85 2.69 -2.03
C -1.74 1.37 -0.52
N -2.09 1.55 -1.84
H -3.50 4.17 -0.53
N -2.31 2.47 0.08
H -3.24 2.99 -2.99
Gd -0.77 -0.63 0.42
C 1.19 1.49 1.19
O 0.50 0.59 1.80
C -2.98 3.28 -0.82
C -2.21 2.81 1.48
H -3.00 3.53 1.74
H -1.25 3.27 1.75
H -2.33 1.93 2.13
C -1.70 0.67 -2.92
H -2.06 1.06 -3.87
H -2.10 -0.35 -2.80
H -0.61 0.56 -3.00
C 0.10 -3.39 -1.66
H 0.51 -4.04 -2.45
H -0.13 -2.41 -2.12
H -0.85 -3.82 -1.30
C 2.82 -1.61 2.05
H 3.15 -0.64 1.63
H 3.71 -2.13 2.44
H 2.11 -1.42 2.87
I -3.14 -2.08 0.72
*
```

Atomic partial charges in e from the Löwdin method, atoms 1 to 8:
1 C -0.257
2 I 0.080
3 H 0.063
4 H 0.050
5 H 0.028
6 C -0.091
7 C -0.099
8 N -0.145

***

Density functional theory data (ωB97M-V/def2-TZVPD) for a 2-piece molecular cluster, C12H19N2O overall at a distorted geometry.

Calculated values
Max |F|: 7.274 eV/Å
E_HOMO: -12.0 eV
Energy: -17769.3121 eV
Orbital gap: 9.500 eV
LUMO: -2.5494 eV

The geometry in ORCA input format:
```
! RIJCOSX wB97M-V def2-TZVPD def2/J DEFGRID3
* xyz 1 1
C 4.25 1.10 -0.24
C 3.80 -0.21 -0.68
C 3.57 1.37 0.94
C 2.99 -0.59 0.35
C -0.12 -0.49 0.60
C -2.08 0.78 -1.31
C -2.28 1.48 -0.01
C -2.01 0.01 -0.07
C -1.22 2.42 0.49
C -2.85 -1.00 0.46
C 0.22 -1.99 -1.43
C 2.01 -1.76 0.37
N 0.59 -1.36 -0.15
N 0.32 0.10 1.61
O 2.82 0.31 1.33
H 4.88 1.76 -0.75
H 4.27 -0.83 -1.53
H 3.57 2.22 1.69
H -2.77 0.59 -2.14
H -1.16 0.98 -1.88
H -3.23 1.79 0.12
H -1.20 2.23 1.53
H -1.52 3.43 0.40
H -0.26 2.25 -0.01
H -2.79 -2.02 -0.15
H -3.96 -0.85 0.42
H -2.64 -1.22 1.53
H 0.12 -3.05 -1.30
H -0.76 -1.67 -1.80
H 1.00 -1.83 -2.11
H 2.49 -2.42 -0.28
H 1.92 -2.22 1.34
H -0.26 0.87 1.91
H 1.08 -0.24 2.18
*
```

Atomic partial charges in e from the Löwdin method, atoms 1 to 8:
1 C -0.030
2 C 0.006
3 C -0.081
4 C -0.305
5 C -0.124
6 C -0.073
7 C -0.241
8 C -0.278

***

Density functional theory data (ωB97M-V/def2-TZVPD) for the molecule C12H19N3O2S at a distorted geometry.

Calculated values
SMILES: CCCS(=O)(=O)N1CCN(c2ccccn2)CC1
Max |F|: 1.030 eV/Å
E_HOMO: -8.0 eV
Energy: -32152.4963 eV
Orbital gap: 8.704 eV
LUMO: 0.6812 eV

The geometry in ORCA input format:
```
! RIJCOSX wB97M-V def2-TZVPD def2/J DEFGRID3
* xyz 0 1
C 5.61 0.07 0.59
H 5.70 0.86 1.34
H 5.31 0.53 -0.35
H 6.58 -0.39 0.46
C 4.58 -0.96 1.02
C 3.19 -0.36 1.12
H 2.46 -1.06 1.52
H 3.18 0.57 1.68
S 2.57 0.06 -0.54
O 2.80 -1.05 -1.41
O 3.06 1.35 -0.94
N 0.93 0.23 -0.21
C 0.29 1.40 -0.78
H 0.32 1.39 -1.88
C -1.15 1.48 -0.29
N -1.88 0.29 -0.68
C -3.17 0.09 -0.29
N -3.69 -1.11 -0.55
C -4.95 -1.35 -0.22
C -5.77 -0.43 0.39
C -5.24 0.83 0.67
C -3.93 1.10 0.33
H -3.51 2.07 0.54
H -5.84 1.58 1.14
H -6.79 -0.67 0.64
H -5.30 -2.35 -0.46
C -1.08 -0.82 -1.17
H -1.71 -1.71 -1.13
H -0.78 -0.64 -2.20
C 0.15 -1.00 -0.28
H 0.79 -1.79 -0.68
H -0.17 -1.27 0.73
H -1.15 1.59 0.80
H -1.62 2.37 -0.73
H 0.85 2.27 -0.44
H 4.86 -1.40 1.98
H 4.54 -1.77 0.28
*
```

Atomic partial charges in e from the Löwdin method, atoms 1 to 8:
1 C -0.103
2 H 0.079
3 H 0.060
4 H 0.074
5 C -0.286
6 C -0.226
7 H 0.096
8 H 0.106

***

Density functional theory data (ωB97M-V/def2-TZVPD) for C12H19N6O14P2W as an isolated structure at a distorted geometry.

Calculated values
Max |F|: 1.282 eV/Å
E_HOMO: -19.1 eV
Energy: -70732.1515 eV
Orbital gap: 6.035 eV
LUMO: -13.0649 eV

The geometry in ORCA input format:
```
! RIJCOSX wB97M-V def2-TZVPD def2/J DEFGRID3
* xyz 3 1
W 0.87 0.17 0.32
C 0.24 -0.91 3.22
C -0.97 -0.03 3.07
N -1.04 0.45 1.65
C -1.61 1.84 1.50
C -0.58 2.76 0.87
N 0.78 2.17 1.13
C 1.16 2.26 2.59
C 1.87 1.01 3.10
N 1.34 -0.25 2.45
H 0.54 -1.02 4.26
H 0.09 -1.91 2.81
H -1.89 -0.55 3.33
H -0.90 0.84 3.73
H -1.67 -0.18 1.17
H -2.50 1.80 0.87
H -1.92 2.18 2.49
H -0.71 2.84 -0.21
H -0.62 3.77 1.30
H 1.46 2.70 0.59
H 1.81 3.12 2.72
H 0.25 2.46 3.16
H 2.93 1.05 2.91
H 1.72 0.92 4.18
H 2.13 -0.90 2.42
O 3.60 -1.72 0.11
P 4.08 -0.22 -0.01
O 5.39 0.10 0.48
O 2.79 0.48 0.64
O 3.77 0.23 -1.59
P 2.27 0.44 -2.00
O 2.15 0.56 -3.51
O 1.53 1.54 -1.21
O 1.48 -0.76 -1.38
H 4.28 -2.40 -0.01
H 2.91 0.68 -4.10
O -4.13 -2.75 -4.95
N -3.38 -3.25 -4.16
O -3.06 -4.41 -4.05
C -2.68 -2.30 -3.24
C -2.97 -0.94 -3.32
C -2.33 -0.07 -2.46
C -1.38 -0.50 -1.54
O -0.72 0.38 -0.79
C -1.13 -1.89 -1.49
C -1.78 -2.80 -2.35
N -0.23 -2.45 -0.56
O 0.17 -1.67 0.48
O 0.15 -3.55 -0.56
N -2.67 1.37 -2.56
O -2.99 1.78 -3.64
O -2.65 2.00 -1.51
H -3.68 -0.58 -4.05
H -1.58 -3.87 -2.31
*
```

Atomic partial charges in e from the Löwdin method, atoms 1 to 8:
1 W 2.073
2 C -0.122
3 C -0.105
4 N -0.095
5 C -0.097
6 C -0.109
7 N -0.143
8 C -0.085

***

Density functional theory data (ωB97M-V/def2-TZVPD) for C12H19NO2 as an isolated structure at a distorted geometry.

Calculated values
Max |F|: 4.765 eV/Å
E_HOMO: -8.1 eV
Energy: -18332.1066 eV
Orbital gap: 8.654 eV
LUMO: 0.5550 eV

The geometry in ORCA input format:
```
! RIJCOSX wB97M-V def2-TZVPD def2/J DEFGRID3
* xyz 0 1
C -0.82 1.46 0.41
C -0.76 0.62 -0.58
C -2.87 -1.17 -0.67
C 0.65 0.21 2.11
C 0.15 -1.63 0.30
C 0.31 1.55 1.32
C -0.27 -0.72 -0.92
C 1.18 -0.87 1.16
C -1.72 -0.77 -1.50
C 1.58 2.22 0.68
C 1.83 -2.03 1.88
C -2.45 0.74 -3.27
N -1.84 -0.57 -2.86
O -2.82 -1.31 0.53
O -3.96 -1.49 -1.36
H -1.73 2.25 0.62
H 1.37 0.37 3.00
H -0.23 -0.30 2.62
H -0.72 -1.89 1.05
H 0.52 -2.69 -0.12
H 0.19 2.29 2.09
H 0.50 -0.76 -1.72
H 1.91 -0.33 0.49
H 1.35 3.27 0.38
H 2.21 1.56 0.02
H 2.38 2.45 1.46
H 1.09 -2.81 2.24
H 2.29 -1.43 2.71
H 2.41 -2.75 1.26
H -1.51 1.38 -3.57
H -3.20 0.51 -4.08
H -2.98 1.06 -2.36
H -1.11 -0.67 -3.48
H -3.70 -1.37 -2.36
*
```

Atomic partial charges in e from the Löwdin method, atoms 1 to 8:
1 C -0.082
2 C 0.010
3 C -0.520
4 C -0.115
5 C -0.131
6 C -0.366
7 C -0.193
8 C -0.428